65
Properties=species:S:1:pos:R:3:forces:R:3:nbo_charge:R:1 method="wB97M-V/def2-TZVPD" multiplicity=1 max_force_ev_per_a=2.695 gap_ev=7.57 homo_ev=-7.4 total_charge=0
O 2.523175 0.014681 1.348667 -0.212 -0.198 0.164 -0.644
O 4.186893 0.090731 -0.167639 0.355 -0.277 -0.302 -0.506
O 0.525160 0.058732 -3.734549 0.204 -0.962 -0.113 -0.513
O -1.556008 -2.675011 0.633856 0.481 -0.866 -0.316 -0.688
O -3.705097 -2.893903 0.074740 -0.248 -0.191 -0.598 -0.484
O 3.108865 6.088467 -1.161415 0.498 0.310 -0.040 -0.578
O 0.359326 0.271326 -1.521617 0.181 -0.534 -0.095 -0.675
O -1.076782 -0.080413 3.776138 -0.845 0.149 -0.716 -1.074
O -2.589614 1.271737 1.274935 0.047 0.145 0.867 -1.016
O -2.765303 -4.552206 1.028251 0.464 -0.647 -0.801 -0.477
O 2.944479 -1.646245 -0.149777 0.110 -0.074 -0.463 -0.502
O -0.879095 -1.224232 -2.605831 -0.158 -0.053 0.906 -0.499
O 2.300396 4.472562 0.174315 0.472 -0.564 -0.019 -0.499
O 1.550525 4.669213 -1.885343 -1.062 -0.103 -0.894 -0.507
N -0.517242 -0.203953 1.008382 -0.343 -0.774 0.615 -0.984
C 1.507158 3.293953 -0.060560 -1.566 0.961 0.166 0.090
C -1.607202 -5.215972 1.526611 0.067 -0.434 1.557 -0.268
C 0.715842 3.008237 1.193752 1.062 -1.007 -0.321 -0.634
C -0.627393 -1.354093 4.108186 -0.583 0.888 0.624 -0.221
C -1.520163 -1.657067 -3.780502 -0.286 -0.931 -1.404 -0.263
C -3.318713 1.945992 0.334401 -2.033 -0.400 -0.259 -0.221
C 2.059833 -2.593063 0.436404 0.026 -0.193 0.682 -0.259
C 3.143754 -0.473394 0.443342 0.312 0.146 -0.121 0.990
C 0.045714 -0.286893 -2.547296 -0.161 1.174 -0.539 1.020
C 4.791527 1.218733 0.469045 -0.566 -0.031 0.720 -0.257
C -3.727493 -1.525776 -0.345099 -1.035 0.540 0.541 -0.283
C 2.407294 5.154741 -0.969465 -0.390 0.223 0.097 0.972
C -2.559886 -3.340936 0.539837 -0.734 0.692 0.961 1.009
C 1.624809 0.988494 -3.703078 -1.002 0.454 -0.083 -0.259
C 0.657081 3.710997 -1.301735 1.987 -1.076 1.469 -0.097
Li -2.721097 0.896219 3.275367 1.456 -0.488 -0.802 0.941
H 5.679612 1.462922 -0.099476 -0.156 0.166 -0.219 0.204
H -0.882322 -1.785077 -4.657273 0.421 0.231 0.338 0.201
H -0.254142 -0.251615 2.008656 -0.172 0.523 0.094 0.465
H 2.144580 0.841787 -4.641507 0.250 0.025 0.119 0.207
H -1.063879 -1.068839 0.846987 0.653 0.338 -0.227 0.441
H 2.381045 -2.804898 1.458284 -0.145 0.142 0.046 0.194
H 0.662486 2.787982 -1.866696 -0.697 0.343 -0.677 0.196
H -0.106376 3.693611 1.368561 -0.110 -0.070 -0.091 0.220
H 2.216173 0.857711 -2.801429 0.218 -0.126 -0.204 0.212
H 1.421527 3.026823 2.025283 -0.171 0.081 0.149 0.234
H -3.029844 -1.301495 -1.145177 0.189 -0.085 0.110 0.197
H 0.037553 -1.789748 3.338817 0.059 -0.177 0.103 0.106
H -3.621453 -0.866282 0.520421 0.643 -0.006 -0.126 0.221
H 1.021111 -2.275286 0.439204 0.007 0.091 -0.085 0.200
H 2.172809 -3.515116 -0.126409 -0.022 0.134 -0.235 0.196
H -1.860171 -6.244038 1.784246 -0.460 0.030 -0.472 0.201
H -1.279992 0.546152 0.930671 -0.166 0.415 0.201 0.470
H -2.784875 2.371130 -0.527208 0.338 0.067 0.171 0.131
H 1.125459 1.956308 -3.680706 0.564 0.278 -0.110 0.192
H 2.099028 2.432964 -0.377687 0.482 0.193 0.353 0.173
H -1.386939 -4.777781 2.503684 0.507 0.258 -0.289 0.200
H -0.086764 -1.303347 5.067427 0.312 -0.322 -0.138 0.139
H -0.326481 4.066305 -1.008967 -0.003 0.438 -0.400 0.193
H -4.131720 1.313401 -0.110329 0.532 -0.328 -0.332 0.107
H -1.459261 -2.059672 4.291704 0.093 -0.201 -0.198 0.117
H -4.755647 -1.349276 -0.658889 0.110 -0.223 -0.367 0.200
H -0.741886 -5.248710 0.871590 -0.135 0.473 -0.223 0.194
H 4.055800 2.018040 0.550577 0.299 0.252 -0.228 0.194
H 0.262971 -0.120246 0.366095 -0.238 -0.008 0.115 0.427
H -2.355088 -1.040222 -4.117472 0.101 0.391 0.519 0.193
H 5.084416 0.974393 1.492422 0.007 -0.163 -0.072 0.192
H 0.425698 1.960598 1.093964 -0.561 0.372 0.353 0.231
H -1.914355 -2.649468 -3.565183 -0.032 0.097 0.216 0.201
H -4.029832 2.709345 0.713470 0.784 0.491 0.323 0.136



33
Properties=species:S:1:pos:R:3:forces:R:3:nbo_charge:R:1 method="wB97M-V/def2-TZVPD" multiplicity=1 max_force_ev_per_a=4.550 gap_ev=10.55 homo_ev=-10.0 total_charge=0 smiles="NC(=O)C[C@H](N)C(=O)N[C@@H](CCC(=O)O)C(=O)O"
O -3.801474 -1.263842 0.106903 3.952 0.718 2.138 -0.683
O 1.412124 1.774942 1.068877 0.656 -0.229 -0.651 -0.665
O -2.255056 -1.372654 -1.616652 -1.438 -0.103 0.887 -0.575
O -2.026637 1.324988 -1.319906 0.159 -0.120 0.072 -0.595
O -0.599976 2.731459 -0.429658 -0.256 -0.405 1.810 -0.720
O 0.983453 -1.860035 1.722093 -0.114 0.440 -1.968 -0.636
N 1.687528 1.572825 -1.191469 -0.797 -1.078 -2.139 -0.845
N 2.108171 -1.422378 -1.660135 -0.788 0.444 1.004 -0.870
N -0.102250 -1.090723 -0.148372 -0.559 0.285 -0.370 -0.626
C 1.942153 1.212211 0.098035 -1.460 0.430 -0.051 0.688
C -1.404107 -1.038663 0.535685 0.479 0.405 0.681 -0.184
C 1.008507 -1.490708 0.530385 -1.038 -0.248 1.823 0.661
C -2.173902 1.443504 1.004602 2.000 0.765 1.467 -0.536
C -1.430203 0.164835 1.525003 -1.212 -0.823 2.722 -0.410
C 2.861514 0.040209 0.270086 2.696 0.727 1.013 -0.509
C 2.317399 -1.319026 -0.183381 -0.101 -0.680 -0.681 -0.129
C -2.540860 -1.190714 -0.453513 0.608 -0.581 -1.148 0.814
C -1.574141 1.781668 -0.298842 0.188 1.754 -2.009 0.789
H 1.576405 -2.246615 -1.938428 0.194 0.207 0.361 0.386
H -0.065300 2.750651 0.422400 -0.266 0.009 -0.918 0.521
H 3.795162 0.251308 -0.325512 -0.796 -0.174 0.404 0.233
H -2.096806 2.311756 1.741932 0.027 -1.256 -0.874 0.235
H -4.415933 -1.347881 -0.557663 -2.290 -0.375 -2.763 0.493
H -0.066022 -0.706856 -1.097795 0.196 -0.443 0.551 0.446
H -1.415381 -1.961603 1.088706 -0.211 -0.315 0.727 0.258
H 0.810712 2.071838 -1.447020 1.031 0.016 1.067 0.432
H -0.347620 0.299618 1.830714 -1.409 0.443 -0.468 0.271
H -3.189357 1.345248 0.693081 -0.907 -0.734 0.571 0.252
H 2.985094 -2.105678 0.197646 -0.143 0.266 -0.027 0.220
H 1.784785 0.828573 -1.930122 0.591 0.769 1.404 0.409
H 3.229472 0.079198 1.376473 -0.978 -0.574 -1.936 0.270
H 2.957093 -1.419894 -2.168687 1.002 -0.025 -0.369 0.372
H -1.954534 -0.147571 2.554524 0.983 0.484 -2.331 0.233



12
Properties=species:S:1:pos:R:3:forces:R:3:nbo_charge:R:1 method="wB97M-V/def2-TZVPD" multiplicity=1 max_force_ev_per_a=3.356 gap_ev=8.62 homo_ev=-8.2 total_charge=0 smiles="ClC1=COCC=C1"
Cl 3.145550 -0.182424 0.026342 -1.667 -0.203 0.265 -0.046
O -0.753520 -1.452150 0.026117 2.288 1.349 -0.235 -0.497
C 0.659411 1.006260 0.150658 -0.672 2.873 -1.545 -0.256
C 1.330287 -0.229176 0.208638 1.193 -2.873 -0.327 -0.120
C 0.668494 -1.398387 0.004127 -2.079 2.484 0.392 0.165
C -0.685450 1.068631 -0.070772 1.732 2.770 -0.767 -0.213
C -1.474990 -0.143370 0.115703 -2.120 -1.561 0.414 -0.122
H 1.374699 1.855073 -0.102087 -1.414 -0.807 0.686 0.239
H -1.169930 2.098101 -0.448717 1.017 -2.702 1.068 0.240
H -2.297577 -0.253734 -0.696873 1.066 0.341 1.739 0.208
H -1.881429 -0.105017 1.193096 0.036 -0.335 -1.661 0.196
H 1.084459 -2.263806 -0.406236 0.620 -1.336 -0.029 0.206



46
Properties=species:S:1:pos:R:3:forces:R:3:nbo_charge:R:1 method="wB97M-V/def2-TZVPD" multiplicity=2 s2=0.7603 max_force_ev_per_a=4.677 gap_ev="5.51 / 5.33" homo_ev="-3.6 / -3.5" total_charge=-1
Sr 9.120592 0.444983 17.006974 0.790 -2.284 -0.851 1.816
S 12.063004 -1.273706 16.670437 0.332 -1.315 0.148 2.581
O 11.664546 -2.536890 17.234895 -0.377 -1.091 0.835 -0.860
O 11.478649 -0.154565 17.361380 -0.768 1.910 1.706 -1.127
O 9.490377 2.810136 18.185891 -0.855 -1.275 0.216 -0.763
O 9.204345 -0.091576 19.489680 -0.237 0.958 -0.108 -0.751
O 13.475257 -1.169827 16.522904 2.375 0.589 0.221 -0.932
O 8.752868 -2.160727 16.364255 -1.821 0.663 0.816 -0.993
O 11.558685 -1.324287 15.297461 -0.995 -0.400 -2.261 -0.641
O 6.777846 1.219473 17.409643 -0.068 0.733 -0.587 -0.762
C 8.825017 -1.067180 20.404510 -0.398 -1.295 1.397 -0.065
C 9.712685 -2.268887 20.344314 -0.503 -1.527 -0.042 -0.649
C 8.883870 3.840327 17.444748 1.905 2.334 -1.055 -0.082
C 5.100279 0.950931 19.048861 -0.073 0.199 0.435 -0.640
C 6.680923 -2.206891 17.679132 0.116 0.453 0.027 -0.632
C 6.222113 1.880817 18.528269 -0.827 -1.102 0.989 -0.073
C 9.017331 5.155516 18.219829 -0.955 0.120 0.769 -0.637
C 7.337195 -2.398987 16.298360 2.972 0.426 1.150 -0.073
B 9.804182 1.158839 14.643271 0.330 0.347 -0.942 -0.880
H 10.690716 0.909141 15.205372 3.080 -0.698 2.328 0.007
H 7.027535 2.020570 19.249279 -0.067 -0.032 0.050 0.198
H 4.386827 0.742766 18.251518 -0.075 0.190 -0.091 0.205
H 9.358052 -2.904935 19.533268 0.597 0.381 -0.750 0.249
H 7.898897 3.594426 17.047925 -0.023 -0.319 0.790 0.193
H 9.929538 0.309053 19.974635 0.399 0.456 -0.682 0.484
H 6.171589 1.408296 16.689644 0.128 -0.372 -0.455 0.489
H 6.836726 -1.171691 17.982748 -0.121 0.138 0.092 0.160
H 9.438133 -2.940589 21.157665 0.372 0.201 0.711 0.193
H 10.179028 1.505342 13.692655 1.080 1.535 -3.632 0.011
H 9.244993 0.247608 14.497619 -2.435 -3.397 -0.356 0.003
H 9.234263 6.064527 17.658820 -0.334 -0.246 -0.526 0.214
H 9.448971 4.082867 16.544785 0.222 -0.834 -0.387 0.189
H 7.161922 -3.437826 16.018734 -0.376 -0.161 -0.656 0.130
H 9.248379 1.923455 15.163546 -2.536 3.390 1.989 -0.095
H 10.791114 -2.124161 20.279927 -0.163 0.170 -0.001 0.228
H 7.148818 -2.802940 18.462647 0.252 -0.331 -0.242 0.189
H 7.820443 -1.472130 20.282301 -0.239 0.639 -0.633 0.184
H 10.409409 2.989540 18.397574 0.084 0.300 -0.320 0.494
H 6.988162 -1.647004 15.590690 -1.104 -0.217 -0.443 0.122
H 5.438772 -0.031836 19.377020 0.556 0.108 -0.233 0.231
H 5.834022 2.858100 18.241204 -0.056 0.097 0.047 0.163
H 8.102294 5.311445 18.791219 0.120 0.322 0.333 0.200
H 8.808475 -0.608903 21.393358 0.123 0.047 0.336 0.139
H 5.610654 -2.406420 17.732162 -0.350 -0.027 -0.207 0.171
H 9.855213 5.100082 18.914791 -0.054 -0.263 0.148 0.205
H 4.547767 1.322621 19.911808 -0.026 0.482 -0.075 0.204



14
Properties=species:S:1:pos:R:3:forces:R:3:nbo_charge:R:1 method="wB97M-V/def2-TZVPD" multiplicity=5 s2=6.4854 max_force_ev_per_a=0.424 gap_ev="5.13 / 6.69" homo_ev="-2.4 / -2.4" total_charge=-2
Sb 3.642856 -2.466329 -0.977427 -0.131 0.188 0.055 1.071
Se 5.219889 -3.159036 0.706179 -0.073 0.023 -0.087 -0.762
Se 3.053882 0.033170 -0.726076 0.178 -0.240 -0.014 -0.591
Se 1.219775 -2.876522 -0.243919 0.176 -0.127 -0.090 -0.593
Se 3.972194 -3.073270 -3.283525 -0.001 0.022 0.103 -0.761
Mn 0.761458 -0.502241 -0.152998 -0.332 0.251 0.079 0.991
S -1.173249 0.259355 -1.388146 0.073 -0.078 0.049 -0.291
S -0.144832 0.628611 1.783626 0.060 -0.010 -0.100 -0.297
N -3.022967 2.672812 2.797432 -0.006 -0.010 0.004 -0.377
N -4.241556 2.228620 -0.940033 -0.009 -0.003 0.001 -0.377
C -2.023318 1.142849 -0.163159 -0.024 0.012 -0.076 -0.301
C -2.402808 2.062568 2.042007 -0.007 0.039 -0.030 0.295
C -1.603270 1.300209 1.125102 0.074 -0.063 0.079 -0.302
C -3.258055 1.749202 -0.579063 0.019 -0.006 0.028 0.295



12
Properties=species:S:1:pos:R:3:forces:R:3:nbo_charge:R:1 method="wB97M-V/def2-TZVPD" multiplicity=1 max_force_ev_per_a=0.813 gap_ev="7.95 / 6.39" homo_ev="-7.4 / -6.5" total_charge=0
O -1.304320 2.203244 0.391203 -0.249 -0.366 -0.198 -0.438
C 1.356104 -1.046033 -0.119359 0.227 -0.071 -0.365 -0.326
C 1.123799 0.145193 0.662768 0.153 0.250 0.213 -0.441
C -1.056311 -0.091685 -0.659264 0.001 -0.251 0.143 -0.602
C 0.000078 -0.842538 0.292174 -0.501 0.071 0.154 -0.242
C -0.938789 1.175511 -0.022344 0.059 0.811 0.011 0.690
H -0.511317 -1.373368 1.094771 0.199 0.068 -0.142 0.219
H 1.000337 1.129454 0.120580 0.138 -0.364 0.102 0.190
H 1.422234 0.324036 1.696541 -0.081 -0.137 -0.185 0.227
H -0.705724 -0.072121 -1.694771 -0.040 0.073 0.149 0.275
H 1.680981 -1.052738 -1.155832 -0.013 -0.040 0.144 0.182
H -2.067070 -0.498956 -0.606462 0.109 -0.045 -0.026 0.265



12
Properties=species:S:1:pos:R:3:forces:R:3:nbo_charge:R:1 method="wB97M-V/def2-TZVPD" multiplicity=1 max_force_ev_per_a=4.903 gap_ev=8.86 homo_ev=-9.7 total_charge=0
O -0.785550 1.719623 -0.913833 -1.920 0.569 3.487 -0.510
O -0.379800 -0.224062 1.904009 0.466 -0.786 -0.685 -0.521
O 0.128778 -0.278787 -1.471030 1.349 -0.654 -1.870 -0.598
N 0.775286 -0.386897 -0.207014 -2.160 0.001 0.647 -0.202
C -1.038682 1.168282 0.166599 -0.184 1.896 -1.268 0.368
C -0.241550 -0.000778 0.722516 1.174 1.440 -0.737 0.543
C 1.311007 -1.730379 0.048839 0.394 -0.245 1.147 -0.500
H 0.544267 -1.908423 1.135436 3.100 -0.874 -3.122 0.250
H -1.770291 1.540290 0.984384 0.697 -0.213 -1.502 0.160
H 0.173329 0.679794 -1.818775 0.369 -2.021 1.325 0.511
H 2.696516 -1.493580 0.434268 -4.479 -1.381 -1.439 0.228
H 1.037110 -2.466746 -1.067105 1.194 2.269 4.017 0.271